# 1
Below is 3 unconnected molecules or ions with the total composition C26H48N4O5 in a non-equilibrium geometry, with properties calculated with wB97M-V/def2-TZVPD.

multiplicity: 3
expectation value of S²: 2.008
largest force on an atom: 2.6 eV Å⁻¹
frontier orbital gap (alpha / beta): 0.3283 / 0.3557 Ha

CARTESIAN COORDINATES (ANGSTROEM)
C: -2.003 1.305 0.611
C: -2.482 1.360 2.036
N: -1.722 1.144 3.023
C: -3.921 1.653 2.359
C: -4.953 1.301 1.313
C: -5.182 -0.209 1.053
C: -4.133 -1.132 1.610
N: -4.263 -1.812 2.662
C: -6.311 1.882 1.825
O: -6.383 3.126 1.082
C: -5.937 2.723 -0.132
O: -6.453 2.901 -1.214
O: -4.777 2.006 0.092
H: -2.305 0.394 0.120
H: -2.403 2.130 0.039
H: -0.927 1.369 0.602
H: -0.777 0.953 2.698
H: -3.991 2.727 2.503
H: -4.155 1.202 3.309
H: -5.182 -0.331 -0.023
H: -6.147 -0.542 1.403
H: -3.200 -1.229 1.080
H: -5.177 -1.652 3.082
H: -7.168 1.316 1.482
H: -6.369 2.096 2.875
C: 0.199 -4.475 3.065
C: 0.198 -3.063 2.430
C: -1.014 -2.894 1.513
C: -0.894 -3.637 0.184
C: 0.418 -3.285 -0.514
C: 1.643 -3.500 0.373
N: 1.470 -2.817 1.688
O: 1.660 -1.550 1.558
C: 1.895 -5.007 0.561
C: 2.882 -2.959 -0.329
C: 0.074 -2.070 3.574
H: 1.214 -4.827 3.246
H: -0.306 -4.464 4.029
H: -0.318 -5.216 2.456
H: -1.152 -1.827 1.302
H: -1.909 -3.220 2.047
H: -0.973 -4.717 0.339
H: -1.733 -3.364 -0.460
H: 0.529 -3.877 -1.425
H: 0.381 -2.237 -0.829
H: 2.709 -5.178 1.266
H: 2.182 -5.452 -0.392
H: 1.025 -5.559 0.907
H: 2.776 -1.910 -0.601
H: 3.054 -3.522 -1.245
H: 3.765 -3.061 0.304
H: 0.926 -2.119 4.254
H: -0.827 -2.290 4.145
H: -0.022 -1.051 3.212
C: 4.273 3.478 -1.055
C: 3.397 2.223 -1.290
C: 4.136 1.220 -2.177
C: 4.199 1.627 -3.649
C: 2.806 1.960 -4.180
C: 2.080 3.004 -3.332
N: 2.087 2.610 -1.895
O: 1.202 1.699 -1.678
C: 2.733 4.384 -3.534
C: 0.644 3.155 -3.818
C: 3.166 1.596 0.078
H: 3.661 4.372 -0.937
H: 4.855 3.376 -0.141
H: 4.989 3.656 -1.857
H: 3.638 0.247 -2.107
H: 5.144 1.079 -1.784
H: 4.876 2.475 -3.784
H: 4.624 0.807 -4.231
H: 2.875 2.322 -5.208
H: 2.210 1.043 -4.213
H: 2.288 5.122 -2.865
H: 2.568 4.721 -4.557
H: 3.808 4.389 -3.378
H: 0.105 2.209 -3.814
H: 0.646 3.528 -4.842
H: 0.095 3.865 -3.199
H: 2.610 2.268 0.733
H: 4.125 1.384 0.547
H: 2.629 0.651 0.017

***

# 2
Below is 2 unconnected molecules or ions with the total composition C26H49BrI2N5O8P in a non-equilibrium geometry, with properties calculated with wB97M-V/def2-TZVPD.

largest force on an atom: 1.3 eV Å⁻¹
frontier orbital gap: 0.1389 Ha

CARTESIAN COORDINATES (ANGSTROEM)
C: 3.207 -4.178 2.446
O: 2.996 -5.044 3.536
C: 3.330 -4.529 4.804
C: 2.227 -3.652 5.395
C: 2.422 -2.143 5.202
C: 1.154 -1.383 4.784
C: 0.757 -0.249 5.727
C: 1.527 1.060 5.553
C: 0.915 2.009 4.522
C: 1.208 1.563 3.094
C: 1.069 2.668 2.033
C: 0.012 2.370 0.997
C: 0.006 3.207 -0.274
C: -0.468 4.668 -0.119
I: 0.768 5.919 -1.380
C: -1.946 4.910 -0.389
C: -2.358 6.361 -0.582
I: -3.116 4.087 1.231
N: -0.780 2.421 -1.236
C: -0.245 2.560 -2.628
C: -0.668 1.683 -3.798
C: -0.135 0.251 -3.919
C: -0.933 -0.544 -4.949
C: -0.598 -2.019 -5.034
O: -0.660 -2.643 -3.733
C: -0.050 -3.854 -3.785
C: -0.376 -4.778 -2.667
O: 0.660 -4.122 -4.698
C: -0.958 1.206 -0.600
N: -2.003 0.450 -0.753
Br: -2.305 -1.035 0.290
C: -3.111 0.764 -1.658
C: -4.422 0.876 -0.907
C: -5.602 1.150 -1.708
O: -5.354 -0.140 -1.113
N: -0.045 0.987 0.429
P: 1.487 0.158 0.193
N: 0.840 -1.257 -0.462
O: 2.009 0.675 -1.264
H: 3.911 -3.385 2.690
H: 3.590 -4.752 1.611
H: 2.266 -3.719 2.130
H: 3.483 -5.396 5.438
H: 4.281 -3.992 4.767
H: 1.310 -3.963 4.903
H: 2.125 -3.895 6.449
H: 2.856 -1.703 6.096
H: 3.177 -2.019 4.430
H: 1.283 -1.033 3.763
H: 0.328 -2.089 4.755
H: 0.903 -0.617 6.740
H: -0.313 -0.070 5.638
H: 2.557 0.824 5.285
H: 1.570 1.559 6.517
H: -0.156 1.998 4.705
H: 1.319 3.003 4.697
H: 2.211 1.154 3.053
H: 0.544 0.743 2.848
H: 0.784 3.585 2.539
H: 2.034 2.858 1.565
H: -0.940 2.481 1.506
H: 1.050 3.263 -0.587
H: -0.235 4.987 0.890
H: -2.261 4.341 -1.253
H: -3.416 6.474 -0.387
H: -2.209 6.622 -1.624
H: -1.793 7.033 0.051
H: -0.517 3.570 -2.918
H: 0.840 2.561 -2.569
H: -0.257 2.232 -4.643
H: -1.737 1.714 -3.965
H: -0.041 -0.279 -2.979
H: 0.875 0.320 -4.316
H: -2.007 -0.420 -4.816
H: -0.701 -0.136 -5.930
H: -1.317 -2.528 -5.667
H: 0.369 -2.171 -5.499
H: 0.496 -5.383 -2.461
H: -1.200 -5.415 -2.964
H: -0.664 -4.254 -1.767
H: -3.216 -0.019 -2.398
H: -2.910 1.733 -2.091
H: -4.360 1.315 0.081
H: -6.446 1.633 -1.248
H: -5.507 1.107 -2.782
H: 0.635 -1.880 0.315
H: 1.578 -1.702 -1.005
H: 2.688 1.346 -1.137
N: 0.672 -4.523 -7.762
O: 0.721 -3.266 -7.733
O: -0.439 -5.095 -7.767
O: 1.724 -5.186 -7.774